Record 1
Below is the ion C5H12NO with charge +1, with properties calculated with ωB97M-V with the def2-TZVPD basis set.

Atoms and positions in Å:
C (-1.434, -0.321, 1.249)
C (-0.342, 0.523, 0.643)
C (-0.906, 1.279, -0.597)
C (0.888, -0.304, 0.232)
N (0.522, -1.346, -0.894)
C (2.059, 0.496, -0.359)
O (2.830, -0.098, -1.063)
H (-2.166, 0.261, 1.807)
H (-1.990, -0.878, 0.488)
H (-1.107, -1.060, 1.989)
H (0.077, 1.230, 1.359)
H (-0.237, 2.090, -0.877)
H (-1.158, 0.570, -1.383)
H (-1.842, 1.736, -0.280)
H (1.184, -0.963, 1.048)
H (0.751, -0.883, -1.768)
H (-0.395, -1.761, -0.830)
H (1.151, -2.122, -0.683)
H (2.113, 1.553, -0.083)

Calculated values
LUMO: -4.08 eV
molar mass: 102.16 g/mol
largest force on an atom: 2.185 eV/A
energy relative to the best compared isomer or geometry (same formula, charge and spin): 0.679 eV
net charge: +1
SMILES string: CC(C)[C@@H]([NH3+])C=O

Here are the natural (NBO) charges for atoms 1 to 5, given in e: -0.6330, -0.2406, -0.6236, -0.1177, -0.6929



Record 2
Below is a structure of composition C5H12NO, with properties calculated with ωB97M-V with the def2-TZVPD basis set.

Atoms and positions in Å:
C (1.851, 0.038, -1.559)
C (1.470, -0.049, -0.321)
C (1.985, 0.123, 1.007)
C (-2.567, 0.308, 0.621)
C (-0.413, -0.687, -0.094)
N (-1.260, 0.600, -0.062)
O (-0.807, -1.373, -1.216)
H (1.324, -0.241, -2.472)
H (2.752, 0.555, -1.751)
H (2.927, 0.818, 0.940)
H (2.526, -0.738, 1.378)
H (1.367, 0.536, 1.747)
H (-3.202, -0.401, 0.172)
H (-2.296, -0.067, 1.585)
H (-3.049, 1.384, 0.704)
H (-0.414, -1.073, 0.918)
H (-0.713, 1.194, 0.535)
H (-1.463, 1.033, -0.926)
H (-0.019, -1.960, -1.206)

Calculated values
LUMO: -3.17 eV
molar mass: 102.16 g/mol
largest force on an atom: 5.885 eV/A
energy relative to the best compared isomer or geometry (same formula, charge and spin): 3.247 eV
net charge: +1

Here are the natural (NBO) charges for atoms 1 to 5, given in e: -0.4258, 0.0502, -0.7209, -0.4165, 0.2141



Record 3
Below is the ion C5H12NO with charge +1, with properties calculated with ωB97M-V with the def2-TZVPD basis set.

Atoms and positions in Å:
C (3.019, 0.340, 0.093)
C (1.909, 0.018, 0.741)
C (0.635, 0.832, 0.726)
C (-0.353, 0.287, -0.286)
N (-1.594, 1.131, -0.343)
C (-0.784, -1.178, -0.045)
O (-2.033, -1.346, -0.686)
H (3.075, 1.252, -0.491)
H (3.894, -0.280, 0.187)
H (1.877, -0.885, 1.343)
H (0.849, 1.864, 0.461)
H (0.210, 0.768, 1.736)
H (0.083, 0.319, -1.292)
H (-2.345, 0.519, -0.706)
H (-1.490, 1.948, -0.946)
H (-1.858, 1.466, 0.586)
H (-0.021, -1.847, -0.429)
H (-0.889, -1.344, 1.033)
H (-2.262, -2.268, -0.841)

Calculated values
LUMO: -3.35 eV
molar mass: 102.16 g/mol
largest force on an atom: 1.128 eV/A
energy relative to the best compared isomer or geometry (same formula, charge and spin): 0.559 eV
net charge: +1
SMILES string: C=CC[C@H]([NH3+])CO

Here are the natural (NBO) charges for atoms 1 to 5, given in e: -0.3358, -0.2149, -0.4639, -0.0541, -0.6828